Formula: C20H21ClF2N2O
Source: the OMol25 dataset
Level of theory: ωB97M-V/def2-TZVPD

Element x y z (Å)
1 O -1.877 0.857 -3.823
2 C -0.937 0.347 -3.255
3 C 0.520 0.634 -3.646
4 C 1.090 1.551 -2.606
5 C 0.815 2.914 -2.624
6 C 1.295 3.753 -1.635
7 C 2.069 3.251 -0.602
8 C 2.350 1.898 -0.570
9 F 3.109 1.398 0.419
10 C 1.856 1.056 -1.557
11 F 2.128 -0.268 -1.501
12 N -1.049 -0.506 -2.221
13 C -2.297 -0.718 -1.519
14 C -2.554 -2.208 -1.288
15 C -1.561 -2.775 -0.277
16 C -1.550 -1.924 0.989
17 N -1.204 -0.553 0.653
18 C -0.935 0.253 1.830
19 C 0.297 -0.201 2.567
20 C 1.379 -0.737 1.878
21 C 2.525 -1.125 2.545
22 C 2.592 -0.974 3.920
23 Cl 4.021 -1.456 4.768
24 C 1.525 -0.445 4.627
25 C 0.383 -0.064 3.946
26 C -2.243 0.025 -0.178
27 H 1.082 -0.299 -3.698
28 H 0.518 1.119 -4.621
29 H 0.210 3.308 -3.425
30 H 1.070 4.807 -1.667
31 H 2.459 3.886 0.177
32 H -0.226 -0.801 -1.719
33 H -3.082 -0.287 -2.148
34 H -2.482 -2.743 -2.236
35 H -3.571 -2.327 -0.908
36 H -0.558 -2.789 -0.704
37 H -1.832 -3.801 -0.024
38 H -0.804 -2.308 1.689
39 H -2.539 -1.974 1.480
40 H -1.796 0.266 2.523
41 H -0.772 1.284 1.491
42 H 1.314 -0.857 0.810
43 H 3.362 -1.534 2.002
44 H 1.587 -0.335 5.699
45 H -0.450 0.348 4.497
46 H -2.003 1.076 -0.365
47 H -3.234 -0.022 0.308

Calculated values
SMILES string: O=C(Cc1cccc(F)c1F)N[C@H]1CCCN(Cc2ccc(Cl)cc2)C1
E_LUMO (eV): 0.731
Orbital gap (Eh): 0.354
HOMO energy (eV): -8.90
E_tot (eV): -44067.1218

---

Formula: C20H21F3NO8S3
Source: the OMol25 dataset
Level of theory: ωB97M-V/def2-TZVPD

Element x y z (Å)
1 F 0.553 -2.567 -0.536
2 C -0.503 -1.725 -0.662
3 F -1.432 -2.308 -1.451
4 F -1.042 -1.540 0.566
5 S -0.005 -0.113 -1.496
6 N -1.000 0.907 -0.575
7 S -3.517 1.153 -0.895
8 C -4.569 0.678 0.549
9 C -5.402 -0.429 0.451
10 C -6.266 -0.733 1.509
11 C -6.277 0.073 2.654
12 C -5.397 1.159 2.749
13 C -4.530 1.463 1.692
14 O -3.646 2.567 -1.133
15 O -3.799 0.218 -1.967
16 S -0.291 2.075 0.308
17 C 0.368 1.156 1.702
18 C -0.120 1.419 2.983
19 C 0.337 0.638 4.045
20 C 1.298 -0.359 3.828
21 C 1.823 -0.569 2.549
22 C 1.345 0.200 1.495
23 O 0.836 2.631 -0.416
24 O -1.273 2.952 0.863
25 H -5.385 -1.045 -0.444
26 H -6.924 -1.600 1.437
27 H -6.956 -0.164 3.479
28 H -5.376 1.776 3.648
29 H -3.832 2.297 1.753
30 H -0.845 2.212 3.116
31 H -0.059 0.810 5.050
32 H 1.650 -0.970 4.664
33 H 2.597 -1.316 2.363
34 H 1.758 0.098 0.494
35 H 2.252 -1.147 -0.925
36 C 1.877 -0.466 -1.680
37 C 2.815 0.724 -1.747
38 O 3.240 1.199 -2.782
39 O 3.219 1.105 -0.514
40 C 3.967 2.356 -0.425
41 C 3.882 2.844 0.999
42 C 1.839 -1.169 -3.033
43 O 1.247 -0.744 -4.006
44 O 2.532 -2.315 -2.978
45 C 2.820 -3.032 -4.214
46 C 2.554 -4.495 -3.993
47 H 5.004 2.149 -0.713
48 H 3.532 3.085 -1.119
49 H 4.518 3.723 1.117
50 H 2.851 3.140 1.226
51 H 4.201 2.073 1.707
52 H 2.213 -2.622 -5.025
53 H 3.877 -2.849 -4.410
54 H 3.269 -5.097 -4.551
55 H 2.610 -4.762 -2.940
56 H 1.560 -4.744 -4.365

Calculated values
Charge: -1
E_LUMO (eV): 2.274
Orbital gap (Eh): 0.188
HOMO energy (eV): -2.85
E_tot (eV): -79606.2984

---

Formula: C20H21F6N2O9ReSb
Source: the OMol25 dataset
Level of theory: ωB97M-V/def2-TZVPD

Element x y z (Å)
1 Re 0.821 2.500 0.776
2 O -1.735 4.722 2.878
3 C -1.468 3.683 2.390
4 O -0.221 3.349 1.913
5 C -2.399 2.492 2.219
6 C -1.740 1.253 2.892
7 C -2.796 0.146 3.025
8 C -2.897 -0.373 1.569
9 C -1.921 0.565 0.850
10 O -0.887 0.751 1.840
11 C -2.568 1.963 0.755
12 C -1.957 2.826 -0.395
13 O -2.685 3.428 -1.124
14 O -0.626 2.792 -0.503
15 H -3.345 2.782 2.666
16 H -1.163 1.464 3.790
17 H -2.443 -0.626 3.705
18 H -3.739 0.529 3.410
19 H -2.551 -1.401 1.482
20 H -3.902 -0.311 1.158
21 H -1.489 0.195 -0.070
22 H -3.621 1.904 0.495
23 F 2.106 2.292 2.216
24 Sb 4.007 1.996 3.602
25 F 2.742 0.830 4.383
26 F 3.152 3.391 4.511
27 F 5.523 1.708 4.622
28 F 4.656 3.227 2.349
29 F 4.202 0.663 2.267
30 C -2.627 -1.649 -2.691
31 C -1.365 -1.213 -3.458
32 C -1.735 -0.402 -4.707
33 C -0.536 -2.446 -3.846
34 C -0.588 -0.380 -2.540
35 N -0.019 0.240 -1.756
36 H -3.207 -2.318 -3.326
37 H -3.251 -0.793 -2.432
38 H -2.365 -2.186 -1.777
39 H -2.320 -1.034 -5.375
40 H -0.840 -0.082 -5.239
41 H -2.329 0.475 -4.451
42 H -1.130 -3.070 -4.514
43 H -0.273 -3.036 -2.968
44 H 0.376 -2.161 -4.371
45 O 3.618 1.468 -1.776
46 C 2.892 0.971 -0.991
47 O 1.934 1.763 -0.315
48 C 2.813 -0.466 -0.611
49 C 2.270 -0.883 0.603
50 C 2.066 -2.226 0.843
51 C 2.439 -3.135 -0.133
52 C 3.050 -2.745 -1.312
53 C 3.230 -1.396 -1.556
54 N 2.134 -4.563 0.078
55 O 2.777 -5.367 -0.559
56 O 1.241 -4.813 0.864
57 H 2.027 -0.176 1.386
58 H 1.625 -2.570 1.767
59 H 3.358 -3.494 -2.028
60 H 3.674 -1.055 -2.482

Calculated values
Spin multiplicity: 3
Charge: +1
E_LUMO (spin up / spin down) (eV): -6.969 / -7.068
⟨S²⟩: 2.0144
Orbital gap (spin up / spin down) (Eh): 0.236 / 0.233
HOMO energy (spin up / spin down) (eV): -13.40 / -13.40
E_tot (eV): -67452.3943

---

Formula: C20H21FN4OS
Source: the OMol25 dataset
Level of theory: ωB97M-V/def2-TZVPD

Element x y z (Å)
1 O 2.770 1.809 1.112
2 C 3.024 0.848 0.395
3 C 3.454 1.059 -1.038
4 S 2.082 0.717 -2.208
5 C 0.993 2.169 -1.930
6 C -0.110 1.915 -0.980
7 N -1.339 1.682 -1.345
8 C -2.053 1.551 -0.183
9 C -3.409 1.325 0.023
10 C -3.851 1.249 1.327
11 C -2.980 1.386 2.410
12 C -1.632 1.618 2.229
13 C -1.181 1.706 0.922
14 N 0.053 1.940 0.378
15 N 2.920 -0.416 0.835
16 C 3.083 -1.602 0.021
17 C 2.131 -2.695 0.554
18 N 0.914 -2.139 1.076
19 C -0.219 -1.968 0.291
20 C -0.187 -2.012 -1.103
21 C -1.349 -1.889 -1.842
22 C -2.553 -1.732 -1.186
23 F -3.694 -1.630 -1.904
24 C -2.619 -1.689 0.194
25 C -1.455 -1.800 0.925
26 C 1.114 -1.298 2.239
27 C 2.522 -0.673 2.204
28 H 4.269 0.400 -1.329
29 H 3.756 2.098 -1.168
30 H 1.636 2.982 -1.594
31 H 0.570 2.393 -2.907
32 H -4.079 1.213 -0.814
33 H -4.900 1.077 1.523
34 H -3.374 1.315 3.413
35 H -0.960 1.740 3.066
36 H 0.917 2.121 0.875
37 H 2.829 -1.367 -1.013
38 H 4.122 -1.954 0.062
39 H 2.616 -3.246 1.367
40 H 1.898 -3.407 -0.238
41 H 0.745 -2.124 -1.632
42 H -1.321 -1.904 -2.920
43 H -3.572 -1.576 0.685
44 H -1.507 -1.780 2.002
45 H 1.004 -1.879 3.165
46 H 0.359 -0.509 2.234
47 H 2.535 0.274 2.745
48 H 3.257 -1.347 2.654

Calculated values
SMILES string: O=C(CSCc1nc2ccccc2[nH]1)N1CCN(c2ccc(F)cc2)CC1
E_LUMO (eV): 0.489
Orbital gap (Eh): 0.298
HOMO energy (eV): -7.62
E_tot (eV): -42642.7753

---

Formula: C20H21KN7
Source: the OMol25 dataset
Level of theory: ωB97M-V/def2-TZVPD

Element x y z (Å)
1 K 0.575 0.635 -0.500
2 N 5.305 0.109 -1.753
3 C 3.949 0.124 -1.666
4 N 3.292 0.248 -0.538
5 C 4.078 0.480 0.609
6 N 3.593 0.535 1.791
7 N 2.212 0.574 1.768
8 C 1.612 0.307 2.828
9 C 0.172 0.576 3.035
10 C -0.402 0.529 4.274
11 C -1.776 0.774 4.456
12 C -2.501 1.179 3.313
13 C -1.790 1.379 2.166
14 N -0.505 1.056 1.969
15 C 5.543 0.633 0.531
16 C 6.299 1.117 1.653
17 C 7.691 1.064 1.597
18 C 8.255 0.552 0.395
19 C 7.549 0.300 -0.703
20 C 6.146 0.351 -0.675
21 H 5.710 -0.036 -2.700
22 H 3.422 -0.058 -2.631
23 H 2.283 -0.007 3.675
24 H 0.240 0.170 5.026
25 H -2.236 0.621 5.430
26 H -3.586 1.307 3.201
27 H -2.222 1.867 1.310
28 H 5.857 1.314 2.640
29 H 8.297 1.162 2.482
30 H 9.265 0.246 0.437
31 H 7.955 -0.257 -1.519
32 N -1.566 -0.724 -1.423
33 C -2.702 -0.845 -1.699
34 N -3.973 -1.084 -2.057
35 C -4.958 -0.634 -1.039
36 C -6.314 -1.439 -1.326
37 C -6.884 -1.150 -2.694
38 C -5.834 -1.520 -3.692
39 C -4.469 -0.844 -3.443
40 H -5.050 0.452 -1.001
41 H -4.673 -0.978 -0.062
42 H -6.996 -1.203 -0.509
43 H -5.897 -2.439 -1.287
44 H -7.000 -0.056 -2.740
45 H -7.866 -1.616 -2.785
46 H -6.187 -1.180 -4.656
47 H -5.672 -2.626 -3.676
48 H -4.551 0.257 -3.664
49 H -3.689 -1.221 -4.148

Calculated values
Charge: +1
E_LUMO (eV): -2.631
Orbital gap (Eh): 0.292
HOMO energy (eV): -10.57
E_tot (eV): -47831.0333

---

Question: E_tot of number 2 (C20H21F3NO8S3)?
Answer: -79606.2984 eV

---

What did the first record say?
Formula: C20H21ClF2N2O
Source: the OMol25 dataset
Level of theory: ωB97M-V/def2-TZVPD

Element x y z (Å)
1 O -1.877 0.857 -3.823
2 C -0.937 0.347 -3.255
3 C 0.520 0.634 -3.646
4 C 1.090 1.551 -2.606
5 C 0.815 2.914 -2.624
6 C 1.295 3.753 -1.635
7 C 2.069 3.251 -0.602
8 C 2.350 1.898 -0.570
9 F 3.109 1.398 0.419
10 C 1.856 1.056 -1.557
11 F 2.128 -0.268 -1.501
12 N -1.049 -0.506 -2.221
13 C -2.297 -0.718 -1.519
14 C -2.554 -2.208 -1.288
15 C -1.561 -2.775 -0.277
16 C -1.550 -1.924 0.989
17 N -1.204 -0.553 0.653
18 C -0.935 0.253 1.830
19 C 0.297 -0.201 2.567
20 C 1.379 -0.737 1.878
21 C 2.525 -1.125 2.545
22 C 2.592 -0.974 3.920
23 Cl 4.021 -1.456 4.768
24 C 1.525 -0.445 4.627
25 C 0.383 -0.064 3.946
26 C -2.243 0.025 -0.178
27 H 1.082 -0.299 -3.698
28 H 0.518 1.119 -4.621
29 H 0.210 3.308 -3.425
30 H 1.070 4.807 -1.667
31 H 2.459 3.886 0.177
32 H -0.226 -0.801 -1.719
33 H -3.082 -0.287 -2.148
34 H -2.482 -2.743 -2.236
35 H -3.571 -2.327 -0.908
36 H -0.558 -2.789 -0.704
37 H -1.832 -3.801 -0.024
38 H -0.804 -2.308 1.689
39 H -2.539 -1.974 1.480
40 H -1.796 0.266 2.523
41 H -0.772 1.284 1.491
42 H 1.314 -0.857 0.810
43 H 3.362 -1.534 2.002
44 H 1.587 -0.335 5.699
45 H -0.450 0.348 4.497
46 H -2.003 1.076 -0.365
47 H -3.234 -0.022 0.308

Calculated values
SMILES string: O=C(Cc1cccc(F)c1F)N[C@H]1CCCN(Cc2ccc(Cl)cc2)C1
E_LUMO (eV): 0.731
Orbital gap (Eh): 0.354
HOMO energy (eV): -8.90
E_tot (eV): -44067.1218

---

Question: Which value of E_tot does entry 2 give?
Answer: -79606.2984 eV

---

Question: E_tot of number 4 (C20H21FN4OS)?
Answer: -42642.7753 eV